Record 1
C6H4Cl2LaN2O3Tb | ωB97M-V with the def2-TZVPD basis set

LUMO (alpha / beta) = -16.9 / -16.9 eV
Maximum force = 10.63 eV Å⁻¹
Gap between HOMO and LUMO (alpha / beta) = 5.7 / 5.8 eV
HOMO level (alpha / beta) = -22.600 / -22.615 eV
Multiplicity = 7
Calculated total energy = -2341.0916 a.u.
Charge = +4

Last column: Löwdin spin population.
Atoms and positions in Å:
La -0.9526 0.2671 -3.6823  -0.002
Tb 0.8240 0.4058 -0.0036  6.102
Cl 0.0601 -1.4933 -1.6402  -0.022
Cl -0.1835 2.1298 -1.6731  -0.021
C 2.1256 2.4398 0.7887  -0.023
C 0.5821 -1.1575 -4.7251  0.000
C 0.6515 1.3402 -4.9901  0.000
O 2.6496 3.4224 1.0896  0.000
O 1.4690 -1.9127 -4.7800  0.000
O 1.6091 1.8269 -5.4341  0.000
N -0.2217 -1.4854 2.0928  -0.001
C -1.0141 -1.7398 3.1422  -0.004
C -1.6657 -0.5456 3.4656  -0.002
C -1.2004 0.4228 2.5934  0.000
N -0.3175 -0.1576 1.7100  -0.025
H 0.4374 -2.1221 1.6516  -0.001
H -1.0614 -2.7146 3.5954  0.000
H -2.3845 -0.4059 4.2550  0.000
H -1.4069 1.4796 2.5440  0.000

Record 2
C38H51F3IN2O16S | ωB97M-V with the def2-TZVPD basis set

LUMO = -3.7 eV
Maximum force = 9.68 eV Å⁻¹
Gap between HOMO and LUMO = 7.5 eV
HOMO level = -11.247 eV
Calculated total energy = -3786.6719 a.u.
Charge = +1

Last column: Löwdin charge in e.
Atoms and positions in Å:
C 5.3541 1.7141 1.4167  -0.130
C 4.7635 0.1773 1.1200  -0.222
C 3.0916 0.2564 1.2157  -0.143
C 2.3323 -0.5654 0.0237  -0.186
C 1.2356 0.3208 -0.8413  -0.270
C 0.3232 1.3666 0.0111  -0.201
C 0.5730 2.8926 -0.6270  -0.165
C -0.0318 4.0687 0.3436  -0.205
O 0.7235 4.1029 1.6066  -0.241
C -0.1014 3.6979 2.7571  -0.124
C 0.2908 -0.6123 -1.8006  -0.600
I -1.1712 0.5665 -3.0084  0.917
N -0.3988 -1.7268 -1.0469  0.028
C 0.1187 -1.9860 0.3507  -0.182
C -0.6580 -3.3181 0.9104  -0.063
C -2.3061 -3.0438 1.0451  -0.213
O -3.0683 -3.5324 -0.1139  -0.050
C -2.8986 -3.5586 2.5080  -0.164
F -2.2070 -2.7849 3.6058  -0.003
F -4.3584 -3.1862 2.5885  0.018
F -2.6780 -5.0121 2.7181  0.033
C 1.7869 -2.0818 0.4304  -0.292
C 2.3087 -2.6357 1.8751  -0.145
C 3.9340 -2.9782 1.9441  -0.194
C 4.2435 -4.5275 2.4576  -0.189
C 5.7381 -4.9162 1.9080  -0.268
N 6.8045 -3.8648 2.2805  -0.049
C 2.3458 -3.1137 -0.7487  -0.191
S 2.1497 -4.9270 -0.3983  0.818
O 3.5616 -5.6283 -0.4834  -0.393
O 1.3424 -5.5532 -1.6033  -0.443
H 5.4786 2.2405 0.3792  0.083
H 6.3307 1.6635 2.0606  0.082
H 4.5676 2.3293 2.0712  0.088
H 5.2341 -0.4953 1.9534  0.087
H 5.1347 -0.1415 0.0545  0.110
H 2.8944 1.4160 0.9990  0.111
H 2.6887 0.0837 2.2981  0.122
H 3.2012 -0.7727 -0.7739  0.140
H 1.8963 0.9828 -1.5846  0.160
H 0.5893 1.4685 1.1507  0.109
H -0.8489 1.1410 -0.0168  0.104
H 0.0982 3.0285 -1.6876  0.074
H 1.7462 3.0018 -0.7702  0.128
H -1.1862 3.9141 0.4592  0.123
H 0.1301 5.0937 -0.2020  0.117
H -1.0684 3.0913 2.4754  0.092
H 0.5526 2.9708 3.4369  0.102
H -0.3691 4.6183 3.4669  0.110
H 1.0182 -1.0746 -2.6270  0.121
H -1.4342 -1.5057 -1.0932  0.135
H -0.2981 -2.6464 -1.5737  0.187
H -0.1535 -1.1240 1.1315  0.190
H -0.3553 -3.6216 2.0250  0.143
H -0.5925 -4.2578 0.1769  0.130
H -2.4033 -1.8543 1.0777  0.173
H -2.7431 -4.4474 -0.3645  0.095
H 1.8021 -3.6750 2.1761  0.093
H 2.0444 -1.9258 2.7986  0.138
H 4.5255 -2.6683 0.9861  0.104
H 4.3501 -2.2847 2.8228  0.111
H 3.3975 -5.2910 2.1849  0.087
H 4.3079 -4.4864 3.6473  0.130
H 6.1263 -5.9686 2.2998  0.123
H 5.8020 -4.9919 0.7192  0.117
H 6.4725 -3.2714 3.0779  0.061
H 6.9986 -3.3035 1.4207  0.062
H 1.8529 -2.9101 -1.8086  0.117
H 3.5117 -2.9228 -0.9234  0.140
H 1.4248 -5.2698 0.7502  0.086
C -2.1628 9.1896 -2.8116  0.085
C -2.0904 8.0351 -2.1464  -0.205
C -1.1680 6.9492 -2.5794  -0.297
O -1.1097 5.9066 -1.9369  0.070
C -0.3546 7.1755 -3.7842  0.076
C -0.4296 8.3288 -4.4514  -0.203
C -1.3315 9.4247 -4.0023  -0.300
O -1.3651 10.4804 -4.6256  0.120
O 0.3301 8.5471 -5.5860  0.087
O -2.8706 7.8059 -1.0279  0.082
H -2.8272 9.9883 -2.5066  0.142
H 0.2984 6.3713 -4.0982  0.135
H 0.0990 9.4539 -5.8841  0.121
H -2.6351 6.9015 -0.7264  0.110
C -4.5246 4.8885 5.0237  0.085
C -3.8970 4.9777 3.8494  -0.208
C -4.1976 4.0334 2.7379  -0.312
O -3.6183 4.1520 1.6639  0.074
C -5.1915 2.9763 2.9814  0.073
C -5.8166 2.8852 4.1568  -0.204
C -5.5358 3.8463 5.2585  -0.300
O -6.1397 3.7483 6.3215  0.120
O -6.7497 1.8925 4.3934  0.088
O -2.9435 5.9530 3.6222  0.072
H -4.3175 5.5696 5.8395  0.142
H -5.3876 2.2858 2.1711  0.135
H -7.0596 2.0398 5.3136  0.121
H -2.6380 5.8094 2.7000  0.105
C -0.8882 -5.8561 -4.1574  0.074
C -0.9190 -5.9938 -5.4844  -0.198
C -2.1986 -6.2317 -6.2080  -0.299
O -2.1979 -6.3353 -7.4296  0.123
C -3.4310 -6.3390 -5.4116  0.087
C -3.3995 -6.2047 -4.0844  -0.205
C -2.1240 -5.9394 -3.3640  -0.296
O -2.1295 -5.8023 -2.1452  0.069
O -4.5536 -6.3071 -3.3295  0.086
O 0.2389 -5.9194 -6.2366  0.092
H 0.0346 -5.6806 -3.6189  0.106
H -4.3515 -6.5298 -5.9484  0.143
H -4.2696 -6.1717 -2.3992  0.113
H -0.0459 -6.0487 -7.1674  0.121

Record 3
C31H35N6O13 | ωB97M-V with the def2-TZVPD basis set

LUMO = 0.3 eV
Maximum force = 17.86 eV Å⁻¹
Gap between HOMO and LUMO = 6.8 eV
HOMO level = -6.491 eV
ΔE to the lowest compared entry with this formula, charge and spin = 86.5 kJ/mol
Calculated total energy = -2508.0173 a.u.
Charge = -1

Last column: Löwdin charge in e.
Atoms and positions in Å:
C -40.2198 -53.2327 22.9399  -0.759
O -40.4218 -53.3166 24.2323  -0.102
O -39.1283 -52.5517 22.5252  0.057
O -40.9786 -53.6057 21.9759  -0.098
H -38.6031 -52.2208 23.2339  0.064
C -41.8341 -57.1810 26.0648  -0.078
C -41.1154 -58.3305 26.8171  -0.010
C -39.7610 -58.1175 27.4680  0.003
C -39.2726 -56.7383 27.4351  -0.128
C -39.9635 -55.6169 26.7595  0.068
C -41.3296 -55.9311 26.2550  -0.072
N -38.0728 -56.3625 28.2169  -0.291
O -37.6145 -55.2023 27.9530  0.025
O -37.5009 -57.2279 28.9800  0.017
H -42.7889 -57.3765 25.6391  0.074
H -41.6052 -59.3504 26.7038  0.094
H -39.0111 -58.9050 27.6781  0.104
H -39.7933 -54.6724 26.7524  0.028
H -41.9624 -55.1402 25.8382  0.111
C -36.1728 -52.8765 24.8406  -0.049
C -36.9812 -54.1623 24.6306  0.075
C -36.1060 -55.4418 24.1769  0.053
C -34.6975 -55.4205 23.9664  -0.079
C -33.9085 -54.0897 24.1468  0.141
C -34.7681 -52.8192 24.5570  0.003
N -33.9309 -56.6215 23.5080  -0.322
O -32.8501 -56.5889 22.9100  0.058
O -34.4596 -57.7486 23.7151  0.022
H -36.6451 -52.0899 25.1940  0.033
H -38.1207 -54.3122 24.9129  0.109
H -36.5871 -56.2778 24.1001  -0.006
H -33.0392 -54.0935 23.9578  -0.045
H -34.3355 -52.0821 25.0134  0.014
C -38.8216 -51.5061 17.5031  -0.062
C -39.5626 -51.3056 16.2750  -0.060
C -41.0500 -51.6352 16.2523  0.046
C -41.8339 -51.8398 17.5601  -0.131
C -40.9865 -52.2144 18.8449  0.125
C -39.4350 -51.9860 18.7606  0.018
N -43.2045 -51.9077 17.6298  -0.329
O -43.8396 -52.2927 18.7387  -0.025
O -43.8550 -51.9578 16.5678  0.035
H -37.7999 -51.4072 17.5524  0.056
H -39.0529 -51.2413 15.3479  0.066
H -41.4366 -51.5423 15.2038  0.100
H -41.3647 -52.7652 19.7236  0.074
H -39.0113 -52.2726 19.6664  0.050
C -43.8916 -49.8602 21.8404  -0.057
C -44.1814 -48.4101 22.2945  -0.029
C -43.4041 -47.8537 23.4136  0.046
C -42.3583 -48.8132 24.2006  -0.070
C -42.1476 -50.1885 23.6070  0.101
C -42.9155 -50.6932 22.3817  -0.040
N -41.6759 -48.2521 25.3223  -0.393
O -41.7817 -47.0192 25.5532  0.017
O -40.9751 -48.9775 25.9905  0.077
H -44.4364 -50.2800 20.8829  0.122
H -44.8409 -47.8530 21.9255  -0.014
H -43.5316 -46.7468 23.5116  0.095
H -41.3328 -50.6329 24.0290  0.046
H -42.8053 -51.6549 21.9244  0.075
C -43.6766 -55.9340 23.0002  -0.257
O -44.4945 -56.0712 23.9699  -0.069
N -43.6278 -56.8124 21.9217  -0.169
C -42.9886 -56.4434 20.6522  -0.041
C -44.4077 -58.0222 21.9170  -0.055
H -42.9749 -55.0250 22.9559  0.144
H -43.5410 -56.1393 19.7985  0.074
H -42.6197 -57.2922 20.4292  -0.008
H -41.9628 -55.7243 20.8071  0.157
H -45.5273 -57.8823 22.2129  0.131
H -44.0842 -58.6988 22.5368  0.029
H -44.6556 -58.4283 21.0247  0.049
C -38.6311 -56.0761 21.3001  -0.290
O -37.8270 -56.2447 20.3723  -0.009
N -38.6856 -56.9008 22.3850  -0.135
C -39.7967 -56.7127 23.3547  -0.005
C -37.7666 -57.9861 22.5050  -0.082
H -39.1793 -55.2547 21.3383  0.067
H -40.8172 -56.7825 22.8523  0.097
H -39.9358 -55.9229 23.7467  -0.080
H -39.9529 -57.5458 24.2535  0.145
H -37.5149 -58.3547 23.4511  0.058
H -36.6399 -57.6407 22.2457  0.127
H -38.0228 -58.7950 21.8913  0.067

Record 4
C4H6CdLiO7 | ωB97M-V with the def2-TZVPD basis set

LUMO = 0.9 eV
Maximum force = 4.65 eV Å⁻¹
Gap between HOMO and LUMO = 2.9 eV
HOMO level = -2.012 eV
ΔE to the lowest compared entry with this formula, charge and spin = 161.4 kJ/mol
Calculated total energy = -858.0386 a.u.
Charge = -1

Last column: natural (NBO) charge in e.
Atoms and positions in Å:
O -4.5949 -0.1214 8.1477  -0.851
C -4.3675 -0.3896 6.9414  0.959
O -3.6975 0.3574 6.1864  -0.866
O -4.9937 -1.4698 6.4444  -0.516
O -5.5990 -3.1713 3.3590  -0.702
C -5.7011 -2.9678 4.7388  -0.070
C -4.9092 -1.7069 5.0438  -0.065
Li -3.4160 1.4115 7.8277  0.950
H -5.2414 -3.8117 5.2793  0.177
H -6.7574 -2.7905 5.0037  0.155
H -5.3295 -0.8545 4.4918  0.173
H -3.8597 -1.8405 4.7468  0.182
C -6.2853 -4.1073 2.3044  1.000
O -6.2171 -5.3145 2.7689  -1.060
O -5.7030 -3.8767 1.0605  -0.722
H -4.9495 -4.4708 0.9844  0.477
Cd -6.8644 -6.2629 4.3488  0.046
O -7.5359 -3.5300 2.3246  -0.752
H -7.3102 -2.6293 2.8020  0.487

Record 5
C21H56O7 | ωB97M-V with the def2-TZVPD basis set

LUMO = 0.4 eV
Maximum force = 3.01 eV Å⁻¹
SMILES string = CC(C)O.CC(C)O.CC(C)O.CC(C)O.CC(C)O.CC(C)O.CC(C)O
Gap between HOMO and LUMO = 10.3 eV
HOMO level = -9.949 eV
ΔE to the lowest compared entry with this formula, charge and spin = 408.6 kJ/mol
Calculated total energy = -1360.2435 a.u.

Last column: Löwdin charge in e.
Atoms and positions in Å:
C 6.9378 -0.0695 -2.4915  -0.058
C 5.5884 0.2843 -3.0735  -0.573
C 5.5364 -0.1910 -4.5126  -0.060
O 4.5384 -0.3080 -2.4588  -0.019
H 7.8033 0.4112 -2.9476  0.079
H 6.9839 -1.1579 -2.5284  0.087
H 7.0705 0.4080 -1.5207  0.069
H 5.4418 1.3632 -3.0227  0.137
H 6.2545 0.3136 -5.1591  0.077
H 4.5866 0.0232 -5.0025  0.080
H 5.8289 -1.2410 -4.5178  0.081
H 4.2054 0.2624 -1.7621  0.096
C -1.7105 -5.2309 6.7533  -0.051
C -0.7367 -6.0933 7.5869  -0.532
C 0.5235 -5.3056 8.0010  -0.058
O -1.2980 -6.4768 8.7760  -0.040
H -2.6617 -5.7629 6.7339  0.076
H -1.2839 -5.0269 5.7712  0.075
H -1.8594 -4.2816 7.2679  0.077
H -0.5121 -6.9716 6.9818  0.133
H 1.2783 -5.9871 8.3934  0.072
H 0.3514 -4.5548 8.7723  0.081
H 0.9015 -4.8066 7.1086  0.070
H -1.1675 -7.4267 8.8226  0.097
C -1.0194 2.4128 -3.7882  -0.054
C -0.9030 3.5019 -4.8324  -0.539
C -2.1898 3.9891 -5.4214  -0.069
O -0.3871 4.6408 -4.2404  -0.047
H -1.3831 2.6815 -2.7964  0.086
H -0.1058 1.8202 -3.7396  0.074
H -1.6034 1.6229 -4.2605  0.077
H -0.2207 3.0963 -5.5794  0.134
H -2.5809 3.2064 -6.0714  0.083
H -2.1219 4.8747 -6.0533  0.089
H -2.8718 4.0839 -4.5765  0.093
H -1.0346 5.3373 -4.3711  0.074
C -0.8170 -0.9910 2.8382  -0.068
C -1.5683 -0.3137 1.7096  -0.491
C -1.9094 1.2241 2.0646  -0.041
O -0.7053 -0.2930 0.6331  -0.053
H -1.4688 -1.0098 3.7116  0.079
H 0.1306 -0.4958 3.0501  0.076
H -0.5602 -1.9855 2.4732  0.079
H -2.4637 -0.8719 1.4362  0.136
H -2.4385 1.6566 1.2155  0.069
H -1.0277 1.7768 2.3889  0.069
H -2.5564 1.4063 2.9227  0.063
H -0.1058 0.4195 0.8665  0.080
C 4.1177 0.8705 2.0341  -0.065
C 4.1841 2.3545 1.9443  -0.508
C 5.5687 2.9655 2.0595  -0.046
O 3.5520 2.5978 0.7047  -0.066
H 4.0342 0.5989 3.0864  0.079
H 4.9966 0.3230 1.6937  0.083
H 3.1736 0.5354 1.6046  0.079
H 3.5022 2.6794 2.7302  0.129
H 5.6132 3.9633 1.6232  0.074
H 6.3508 2.4260 1.5253  0.076
H 5.9032 3.0609 3.0925  0.080
H 3.5300 3.4506 0.2645  0.092
C -0.2702 -6.2501 -3.1681  -0.076
C 0.4732 -4.9387 -3.3905  -0.478
C 1.2675 -4.9944 -4.7148  -0.062
O -0.5662 -3.9679 -3.4722  -0.049
H -1.0846 -6.2284 -2.4440  0.074
H 0.4214 -6.9123 -2.6472  0.073
H -0.6799 -6.6459 -4.0974  0.078
H 1.1602 -4.8352 -2.5506  0.133
H 1.6768 -4.0049 -4.9184  0.068
H 0.6881 -5.2238 -5.6091  0.078
H 2.2040 -5.5520 -4.7015  0.074
H -0.3153 -3.2893 -2.8413  0.087
C -7.7433 5.4676 1.2883  -0.068
C -7.0530 5.1886 -0.0433  -0.503
C -8.0786 4.7280 -1.1012  -0.044
O -6.3380 6.3289 -0.3999  -0.057
H -7.1003 5.9015 2.0540  0.078
H -8.2172 4.5267 1.5681  0.077
H -8.6180 6.1059 1.1634  0.077
H -6.2118 4.5205 0.1411  0.129
H -9.0135 5.2869 -1.0580  0.073
H -8.4224 3.6959 -1.0325  0.076
H -7.7948 4.8718 -2.1437  0.074
H -5.5992 6.4312 0.2046  0.089

Record 6
C5H12O | ωB97M-V with the def2-TZVPD basis set

LUMO = 1.2 eV
Maximum force = 0.52 eV Å⁻¹
SMILES string = CC[C@@H](C)OC
Gap between HOMO and LUMO = 10.8 eV
HOMO level = -9.614 eV
ΔE to the lowest compared entry with this formula, charge and spin = 58.1 kJ/mol
Calculated total energy = -272.9265 a.u.

Last column: natural (NBO) charge in e.
Atoms and positions in Å:
C -0.7984 -1.8446 0.2858  -0.608
C -1.2604 -0.4103 0.0888  -0.414
C -0.1211 0.5183 -0.2973  0.102
C -0.5566 1.9702 -0.4663  -0.618
O 0.8687 0.4893 0.7254  -0.552
C 2.0595 -0.1455 0.3510  -0.244
H -0.3399 -2.2354 -0.6226  0.197
H -0.0625 -1.8991 1.0855  0.210
H -1.6091 -2.5217 0.5498  0.212
H -1.6800 -0.0390 1.0269  0.204
H -2.0320 -0.3631 -0.6859  0.200
H 0.2908 0.1733 -1.2608  0.161
H -1.4054 2.0400 -1.1530  0.205
H 0.2518 2.6118 -0.8466  0.213
H -0.8621 2.3612 0.5090  0.213
H 2.7378 -0.1078 1.2100  0.191
H 1.8894 -1.1977 0.0927  0.164
H 2.5553 0.3585 -0.4898  0.163